Below is a structure of composition C34H47GeI2N4O4PTl, with properties calculated with ωB97M-V with the def2-TZVPD basis set.

The geometry in XYZ format:
```
94
Properties=species:S:1:pos:R:3
I 2.4543 1.6056 3.5229
C -0.1819 4.3651 1.3176
C 0.9444 4.1576 3.9539
H 1.4463 -1.2865 3.0170
C -2.3064 0.4684 -2.9949
H 1.5356 -2.0761 -1.9115
C 4.4323 -1.1279 -2.5089
H 4.6622 -4.1163 3.9179
H -4.5796 1.1886 4.3820
H 3.1553 3.0115 -0.6339
C -3.7942 -1.4919 -2.4333
H 0.3012 -2.5700 2.5634
C -2.7382 2.2106 1.7409
H 1.6218 -4.0354 4.3585
C 3.7119 -4.5554 4.2278
N -1.6656 1.4390 1.8882
H 3.3697 -2.7915 2.1988
H 1.9871 -3.4603 -0.9080
H 3.3527 3.9477 -2.1356
H 4.4064 2.5551 -1.8198
H 2.7246 -2.6754 4.6117
C -2.2424 1.5698 -5.1222
H 2.0421 1.4914 -5.0462
P 2.3412 0.5408 -2.1911
H -4.6645 2.7985 2.4905
C -3.7510 1.2651 3.6899
H 2.8514 -0.7816 0.4737
H -0.1076 -3.8890 -2.1628
H -0.7041 3.0739 -5.2959
N -1.5873 3.1748 -0.2805
H 3.7980 -4.8200 5.2811
C 1.2631 3.2040 3.0386
H -1.7123 -4.3956 -0.3354
H -4.9949 -3.1476 -1.7941
C 1.2371 -2.6707 -1.0507
C -2.8665 -0.5352 -2.0429
H -3.0728 4.1362 0.8908
H 5.4561 -1.0252 -2.8524
N -1.2898 1.2205 -2.5568
H -1.3678 5.2906 -0.1941
H 1.1727 -5.1681 0.3844
C 2.5563 -3.5807 4.0209
Ge 1.5372 -1.5707 0.5297
C -2.8110 3.1345 0.5365
H 3.1747 0.1293 -4.9305
H 1.3277 4.1133 4.9641
O 2.4432 2.1425 -2.3936
C -1.6003 0.5961 2.9314
H 3.5590 -5.4784 3.6662
C -0.4686 5.2974 2.2474
H -4.1847 -3.0005 0.5701
H -3.6583 0.0544 -4.6207
O 3.8947 0.2011 -2.4157
H 0.0362 4.3923 -0.7881
C 2.1307 0.4242 -4.8550
Tl -0.3151 0.8608 -0.2539
H 4.4338 -1.6152 -1.5330
H -3.6411 2.7966 -0.0859
C -0.7758 4.3823 -0.0576
C 3.4054 2.9578 -1.6942
N -2.4161 -0.4903 -0.7847
H -2.5401 -0.2372 4.6659
C -3.8258 -2.3208 -0.1908
C -0.6831 -4.1137 -0.1081
C -2.8842 -1.3574 0.1162
H -2.6237 1.6958 -6.1273
C -2.8158 0.6352 -4.2762
C 2.4058 -3.1886 2.5429
C -4.2779 -2.3928 -1.4983
H -0.7166 -3.5050 0.8038
H -1.8533 3.1551 -1.2575
O 1.6012 0.1099 -3.5396
C 0.1321 -5.3822 0.1323
H -2.4807 -1.2733 1.1202
H -1.1303 6.1209 2.0085
H -4.1351 -1.5537 -3.4563
C 0.1069 5.2252 3.5592
I -0.3228 6.6877 4.8997
H 0.0961 2.6934 -2.9751
H 0.1312 -6.0102 -0.7601
O 1.2204 2.5595 0.7672
C 1.2839 -2.1460 2.3689
C -0.1565 -3.2650 -1.2660
C -1.1803 2.3339 -4.6668
H -0.2895 -5.9675 0.9492
H -0.6881 0.0127 3.0160
H 1.5363 -0.1382 -5.5671
H 2.1877 -4.0878 1.9627
C -2.6195 0.4695 3.8507
C 0.7838 3.3009 1.6379
C -0.7407 2.1284 -3.3734
C -3.8038 2.1551 2.6340
H 3.8726 -1.7302 -3.2257
H -0.8585 -2.4557 -1.4792
```

Results
HOMO (spin up / spin down): -15.13 / -15.12 eV
max |F|: 0.01853 Eh/bohr
net charge: +3
orbital gap (spin up / spin down): 3.78 / 3.78 eV
relative energy (zero: lowest compared OMol25 entry of this formula, charge and spin): 168.7 kJ/mol